No. 1
ORCA calculation (ωB97M-V/def2-TZVPD) on a molecular structure, C45H36N7O5STeTl.

Results
energy above the lowest of the compared OMol25 structures with the same formula, charge and spin = 19.3 kcal/mol
net charge = -2
gap between HOMO and LUMO = 5.068 eV
spin multiplicity = 1
HOMO = -1.827 eV
calculated total energy = -90737.3177 eV

Geometry as XYZ:
```
96
Properties=species:S:1:pos:R:3:lowdin_charge:R:1
Tl -0.32081 0.17315 -0.15512 0.9017
O 1.24054 5.89836 1.26292 -0.1007
C 1.89206 5.24477 2.20489 -0.3553
C 2.91330 5.91115 2.93263 -0.0349
C 3.52369 5.31750 4.05657 -0.1056
C 3.25411 3.96298 4.36527 -0.1197
C 2.27901 3.28437 3.61968 -0.0491
C 1.64567 3.88051 2.52265 -0.0778
C 0.71569 3.09314 1.61139 -0.4152
O 0.60008 1.86066 1.62537 -0.1955
N 0.02028 3.90740 0.72665 -0.0264
N -0.98272 3.39195 0.11407 0.0255
C -1.56946 4.21600 -0.74716 -0.0596
C -2.82396 3.79141 -1.38132 -0.1450
C -3.68687 4.80106 -1.86193 -0.1098
C -4.94974 4.48918 -2.21977 -0.1646
C -5.36434 3.13036 -2.37657 -0.1165
C -4.54878 2.10924 -1.90557 -0.0735
C -3.20433 2.37804 -1.46019 -0.3914
O -2.46815 1.39516 -1.05260 -0.3921
H 0.43225 5.04606 0.75610 0.0726
H 3.13577 6.89070 2.51070 0.0970
H 4.15280 5.89861 4.67663 0.0673
H 3.69995 3.48666 5.23644 0.0602
H 1.93918 2.26106 3.88938 0.1121
H -1.20160 5.26140 -0.84272 0.1220
H -3.29907 5.79012 -1.92085 0.0864
H -5.67257 5.26194 -2.44769 0.0709
H -6.34513 2.89451 -2.73507 0.0714
H -4.84910 1.04005 -2.03111 0.0275
O 0.55070 -5.08930 -1.41080 -0.0058
C 0.46171 -5.44798 -2.63036 -0.3199
C -0.07099 -6.73119 -2.97729 -0.0300
C -0.08997 -7.05137 -4.31853 -0.1229
C 0.28674 -6.12465 -5.33835 -0.1442
C 0.82458 -4.91261 -5.04063 -0.0878
C 0.90597 -4.55060 -3.72339 -0.0892
C 1.38726 -3.26600 -3.21855 -0.3580
O 1.59825 -3.03692 -1.95251 0.0134
N 1.41487 -2.24014 -4.09266 0.0253
N 1.41973 -1.11229 -3.48149 -0.0310
C 1.75938 0.02407 -3.97052 -0.1204
C 1.88142 1.29847 -3.19014 -0.2677
C 1.88337 2.57261 -3.85411 -0.0484
C 2.09507 3.67349 -3.08867 -0.1023
C 2.12901 3.58150 -1.68124 -0.0447
C 2.21542 2.27512 -1.15888 -0.1632
N 1.98368 1.18136 -1.87799 0.0562
H 1.15326 -4.03609 -1.48676 0.0441
H -0.43803 -7.42489 -2.24753 0.0910
H -0.48534 -8.00760 -4.60187 0.0753
H 0.12362 -6.50100 -6.37753 0.0894
H 1.08922 -4.21509 -5.83619 0.1067
H 1.80773 0.23480 -5.04474 0.0852
H 1.79780 2.56826 -4.94801 0.1022
H 2.16878 4.63899 -3.60453 0.1014
H 2.16887 4.46276 -1.00409 0.1058
H 2.39618 2.05956 -0.12284 0.0866
C -4.67336 -2.67855 -3.44326 -0.4552
Te -3.35862 -1.28983 -2.36546 1.2688
C -4.54755 -1.84578 -0.58835 -0.3997
C -5.38874 -3.01712 -0.99021 -0.2559
C -6.21077 -3.68136 -0.04512 -0.0679
C -7.08515 -4.69349 -0.41519 -0.0967
C -7.08392 -5.13649 -1.79202 -0.1088
C -6.26754 -4.55972 -2.74418 -0.0593
C -5.48995 -3.39858 -2.39877 -0.2502
H -4.07691 -3.38549 -3.99919 0.0366
H -5.26993 -2.03015 -4.14075 0.0548
H -5.04779 -0.93919 -0.19370 0.0674
H -3.85032 -2.10359 0.18390 0.0369
H -6.17651 -3.36777 0.97123 0.0951
H -7.83753 -4.99470 0.32039 0.0895
H -7.74650 -5.97699 -2.02945 0.0872
H -6.24785 -4.90891 -3.76287 0.0991
S 5.42054 -1.33938 5.18405 0.9935
C 4.42815 -1.40011 3.75003 -0.5329
C 4.85531 -0.92417 2.49609 -0.0610
C 3.90045 -0.95554 1.49169 -0.1354
N 2.67807 -1.46921 1.59144 0.0943
C 2.31550 -1.97967 2.76538 -0.1201
C 3.16991 -2.00187 3.86206 -0.1047
C 4.61218 -0.13911 6.13462 -0.5292
C 5.46334 0.85100 6.65061 -0.0991
C 4.84985 1.88953 7.34042 -0.1699
N 3.54550 1.95833 7.56465 0.0551
C 2.79536 0.92858 7.22148 -0.1673
C 3.24639 -0.08543 6.44454 -0.0721
H 5.83100 -0.46048 2.21269 0.1220
H 4.21109 -0.56313 0.53437 0.1116
H 1.29189 -2.34488 2.81917 0.1142
H 2.87528 -2.47521 4.79336 0.0938
H 6.52759 0.91447 6.37621 0.1035
H 5.46346 2.65396 7.82310 0.1056
H 1.77206 0.93598 7.60257 0.1137
H 2.53000 -0.87674 6.08102 0.1137
```

---

No. 2
ORCA calculation (ωB97M-V/def2-TZVPD) on a molecular structure, C2H2O3S.

Results
energy above the lowest of the compared OMol25 structures with the same formula, charge and spin = 18.0 kcal/mol
net charge = 0
gap between HOMO and LUMO (spin up / spin down) = 6.708 / 7.376 eV
spin multiplicity = 3
HOMO (spin up / spin down) = -6.648 / -10.749 eV
calculated total energy = -19078.7073 eV

Geometry as XYZ:
```
8
Properties=species:S:1:pos:R:3:lowdin_charge:R:1
C -0.74760 0.57038 -0.07653 -0.2999
C -0.77552 0.37363 1.18390 0.1466
O 0.65363 -1.72195 -1.33586 -0.4556
O 1.73112 0.18210 -0.32968 -0.4742
O -0.62986 0.73427 -1.21299 0.0601
S 1.30443 -0.45888 -1.56444 0.8272
H -1.40740 0.83327 1.89551 0.0779
H -0.12878 -0.51281 1.44009 0.1180
```

---

No. 3
ORCA calculation (ωB97M-V/def2-TZVPD) on a molecular structure, C11H35CoN8O6.

Results
energy above the lowest of the compared OMol25 structures with the same formula, charge and spin = 94.7 kcal/mol
net charge = +1
gap between HOMO and LUMO (spin up / spin down) = 7.897 / 7.326 eV
spin multiplicity = 4
HOMO (spin up / spin down) = -11.278 / -11.278 eV
calculated total energy = -73800.4703 eV

Geometry as XYZ:
```
61
Properties=species:S:1:pos:R:3:lowdin_charge:R:1
Co 1.35395 0.63024 0.07678 0.9260
O 0.00064 1.40616 1.30568 -0.3930
H 0.01786 2.37840 1.40046 0.0068
C -1.28581 -2.84152 -0.00437 -0.0183
C 0.10759 -2.33153 -0.45108 -0.3783
C 0.52720 -2.68464 -1.85675 -0.1528
O 0.55839 -4.15275 -1.96410 -0.1781
C 0.73269 -4.63829 -3.29450 -0.0972
N -0.05887 -0.88945 -0.40503 0.0104
H -1.50311 -2.76473 1.06099 0.0812
H -1.28719 -3.89774 -0.27362 0.0888
H -2.06879 -2.40063 -0.62135 0.0972
H 0.84789 -2.54681 0.31944 0.1576
H 1.44720 -2.14753 -2.08745 0.1046
H -0.26945 -2.43214 -2.55653 0.1346
H -0.22004 -4.94642 -3.72515 0.0864
H 1.24999 -5.59732 -3.32214 0.0891
H 1.22694 -3.93476 -3.96447 0.0854
H -0.66952 -0.95857 0.39649 0.0575
H -0.71350 -0.72813 -1.15705 0.1009
C 0.59655 1.91686 -3.82714 -0.0395
C 1.09516 1.05076 -2.68369 -0.3946
C 2.57804 0.66161 -2.79237 -0.1250
O 2.72252 -0.13504 -1.61581 -0.2908
C 3.89044 -0.92527 -1.64192 -0.0798
N 0.94732 1.88798 -1.51632 0.0172
H -0.41284 2.30199 -3.68254 0.0931
H 0.67396 1.39932 -4.78331 0.0906
H 1.16635 2.82076 -4.04253 0.0932
H 0.46486 0.16177 -2.66089 0.1255
H 3.34624 1.43375 -2.83438 0.1495
H 2.71601 -0.02234 -3.62979 0.1393
H 3.99710 -1.69766 -0.88026 0.1028
H 4.86771 -0.44357 -1.67346 0.1095
H 3.71897 -1.62035 -2.46385 0.0939
H 0.03864 2.30878 -1.38468 0.0513
H 1.36618 2.77537 -1.75546 0.1237
C 0.81745 1.76680 4.87811 -0.7989
O 1.19963 1.97201 6.01138 0.0522
N 1.27083 0.90020 4.03956 0.1712
N -0.05192 2.51454 4.27699 0.1622
H 1.93341 0.19822 4.33674 0.1298
H 0.77200 0.80798 3.16620 0.0404
H -0.40753 2.26395 3.36548 0.0553
H -0.47036 3.33164 4.69814 0.1252
C -2.47594 3.29276 -0.05702 -0.7858
O -1.62632 3.21275 -0.95566 0.0003
N -3.63828 3.78825 -0.17959 0.1993
N -2.19806 2.98885 1.14747 0.1784
H -4.22588 3.93437 0.62880 0.1348
H -3.81955 4.01488 -1.14700 0.1389
H -1.32899 2.48083 1.22945 0.0298
H -2.91398 2.81455 1.83826 0.1282
C -1.64288 -1.27134 3.61189 -0.8849
O -0.62897 -1.86173 3.89667 0.0489
N -2.69271 -1.55484 4.21808 0.1901
N -1.83419 -0.41455 2.69047 0.1822
H -2.53454 -2.44753 4.66327 0.1460
H -3.47423 -1.27231 3.64407 0.1213
H -1.05413 0.11639 2.33033 0.0496
H -2.74204 0.02700 2.65988 0.1171
```

---

No. 4
ORCA calculation (ωB97M-V/def2-TZVPD) on C21H28N4O3 in the gas phase.

Results
energy above the lowest of the compared OMol25 structures with the same formula, charge and spin = 30.2 kcal/mol
net charge = 0
gap between HOMO and LUMO = 8.650 eV
spin multiplicity = 1
HOMO = -8.078 eV
calculated total energy = -34335.7334 eV
SMILES = COc1ccc([C@H](CNC(=O)[C@H](Cc2ccccc2)NC(N)=O)N(C)C)cc1

Geometry as XYZ:
```
56
Properties=species:S:1:pos:R:3:lowdin_charge:R:1
C 2.61099 4.65381 0.29230 -0.0952
H 2.98779 5.64283 0.03533 0.0917
O 3.45622 3.74187 -0.36209 -0.0864
C 3.19740 2.40776 -0.23360 -0.2717
C 4.04765 1.55339 -0.93528 0.0053
C 3.87232 0.18825 -0.87335 -0.0207
C 2.85084 -0.36282 -0.10941 -0.2126
C 2.01119 0.48918 0.58919 -0.0448
C 2.17717 1.86262 0.53615 -0.0131
H 1.50541 2.49373 1.09813 0.1012
H 1.22762 0.06392 1.19606 0.1124
C 2.60679 -1.85298 -0.10644 -0.2808
N 2.10137 -2.28239 1.19386 -0.2341
C 1.60139 -3.64234 1.21381 -0.0916
H 0.68022 -3.71637 0.64062 0.0699
H 1.36921 -3.90543 2.24467 0.0864
H 2.33113 -4.37270 0.82792 0.0936
C 3.12356 -2.10756 2.20708 -0.0905
H 3.48463 -1.08136 2.18819 0.0825
H 2.69062 -2.30733 3.18631 0.0856
H 3.98290 -2.78164 2.05795 0.0916
C 1.63425 -2.15824 -1.26583 -0.1126
N 0.33677 -1.57004 -1.07055 0.1025
C -0.10653 -0.54414 -1.80233 -0.4586
O 0.50762 -0.01662 -2.70966 0.0664
C -1.51709 -0.04766 -1.41828 -0.1854
N -2.53198 -1.09016 -1.51413 0.1266
C -2.72110 -2.10393 -0.62977 -0.6136
O -1.92846 -2.42581 0.24089 0.0265
N -3.90728 -2.76694 -0.77937 0.1673
H -4.48134 -2.64719 -1.59421 0.0970
H -4.01403 -3.62000 -0.25827 0.1069
H -3.29831 -0.88690 -2.13428 0.1441
C -1.49840 0.62232 -0.03049 -0.0935
C -2.82642 1.26506 0.24772 -0.2255
C -3.13202 2.51123 -0.28713 -0.0437
C -4.37313 3.08389 -0.07584 -0.0867
C -5.32902 2.41387 0.66965 -0.0978
C -5.03415 1.17245 1.20628 -0.0818
C -3.79034 0.60238 0.99701 -0.0402
H -3.56166 -0.36411 1.42210 0.1110
H -5.77441 0.64678 1.79188 0.1016
H -6.29876 2.86013 0.83419 0.0989
H -4.59629 4.05516 -0.49307 0.1010
H -2.38769 3.03540 -0.87015 0.1152
H -1.27870 -0.13011 0.72617 0.1119
H -0.70163 1.36722 -0.03574 0.1166
H -1.77927 0.70589 -2.16733 0.1543
H -0.25460 -1.93465 -0.32703 0.0939
H 1.53016 -3.23849 -1.40324 0.1191
H 2.04978 -1.72347 -2.17921 0.1283
H 3.55479 -2.37680 -0.34967 0.1507
H 4.53662 -0.45896 -1.42816 0.1173
H 4.83666 1.98893 -1.52758 0.1170
H 1.57545 4.56180 -0.05186 0.0930
H 2.64409 4.52725 1.37989 0.0941
```

---

No. 5
ORCA calculation (ωB97M-V/def2-TZVPD) on 2 unconnected molecules or ions with the total composition C3H9NS.

Results
energy above the lowest of the compared OMol25 structures with the same formula, charge and spin = 80.9 kcal/mol
net charge = +1
gap between HOMO and LUMO (spin up / spin down) = 7.129 / 6.662 eV
spin multiplicity = 2
HOMO (spin up / spin down) = -14.444 / -14.013 eV
calculated total energy = -15570.1068 eV

Geometry as XYZ:
```
14
Properties=species:S:1:pos:R:3:lowdin_charge:R:1
C -0.20645 -0.73208 1.35105 -0.0094
C 0.13541 0.01476 0.08541 -0.4755
C -0.83635 0.08637 -1.10743 -0.5709
S -0.03054 0.93984 -2.45355 0.7834
N 0.77753 1.23668 0.41917 0.0791
H -0.31001 -1.81368 1.24850 0.1073
H 0.50180 -0.45951 2.12931 0.1027
H -1.17072 -0.37782 1.72340 0.1175
H 1.05957 -0.55044 -0.63451 0.0893
H -1.81167 0.48749 -0.79883 0.1130
H -0.98029 -0.95079 -1.43860 0.0966
H 1.41047 -1.34730 -0.89660 0.3475
H 1.40121 1.57329 -0.31115 0.0860
H 0.06004 1.89319 0.68385 0.1335
```

---

No. 6
ORCA calculation (ωB97M-V/def2-TZVPD) on a molecular structure, C30H24N6O4Rh.

Results
energy above the lowest of the compared OMol25 structures with the same formula, charge and spin = 10.5 kcal/mol
net charge = +1
gap between HOMO and LUMO = 6.361 eV
spin multiplicity = 1
HOMO = -9.886 eV
calculated total energy = -51635.5591 eV

Geometry as XYZ:
```
65
Properties=species:S:1:pos:R:3:lowdin_charge:R:1
Rh -0.36592 -0.36403 -0.06582 1.2031
O -0.98400 3.46845 1.09183 0.0672
C -0.72575 2.28282 0.95585 -0.4759
N -0.61563 1.58445 -0.18922 -0.0382
C -1.04825 2.03298 -1.46615 -0.2086
C -1.61434 3.26461 -1.75705 -0.0121
C -2.05250 3.50690 -3.05920 -0.0773
C -1.91884 2.55163 -4.05033 -0.0781
C -1.34685 1.31222 -3.76881 -0.0064
C -0.93337 1.05603 -2.47661 -0.2075
N -0.24843 -0.08944 -2.02642 -0.0255
C 0.70735 -0.75420 -2.69604 -0.4590
O 0.87834 -0.88578 -3.89140 0.0905
C 1.78696 -1.16315 -1.70109 -0.1709
C 2.92193 -1.85057 -2.08628 0.0242
C 3.93211 -2.04802 -1.15963 -0.0230
C 3.78449 -1.52945 0.12136 -0.0370
C 2.61871 -0.85909 0.43990 -0.1103
N 1.63729 -0.68671 -0.45060 -0.0176
C -0.58630 1.40673 2.19156 -0.1628
C -0.93362 1.89599 3.43732 0.0256
C -0.84324 1.05113 4.53027 -0.0210
C -0.38761 -0.24914 4.35277 -0.0360
C -0.05941 -0.66546 3.07814 -0.1121
N -0.16030 0.14457 2.01952 0.0028
H -1.68469 4.02453 -0.99510 0.1020
H -2.49307 4.46705 -3.29262 0.1058
H -2.25011 2.76655 -5.05736 0.1058
H -1.20986 0.56212 -4.53395 0.1121
H 2.98534 -2.18895 -3.11163 0.1317
H 4.83098 -2.58491 -1.43196 0.1208
H 4.56164 -1.63087 0.86522 0.1166
H 2.45973 -0.42301 1.41750 0.1139
H -1.26226 2.92295 3.51225 0.1294
H -1.12273 1.40044 5.51536 0.1207
H -0.29184 -0.93071 5.18568 0.1145
H 0.30677 -1.66695 2.88635 0.1106
O -6.82564 -2.76091 0.06510 -0.0447
C -6.62382 -1.36638 0.11299 -0.1958
C -5.14950 -1.08645 0.08124 -0.1496
C -4.67216 0.21477 0.07523 0.0299
C -3.31336 0.44344 0.04995 -0.0474
N -2.41288 -0.54745 0.01960 0.0207
C -2.86658 -1.81825 0.01316 -0.1550
C -4.21786 -2.11234 0.05798 0.0694
C -1.83984 -2.88604 -0.02588 -0.1593
C -2.16142 -4.22234 -0.18923 0.0699
C -1.16451 -5.18744 -0.17201 -0.1555
C -1.51856 -6.65090 -0.28637 -0.2005
O -1.99888 -7.14708 0.94999 -0.0277
C 0.14134 -4.76138 0.01513 0.0227
C 0.39988 -3.41035 0.13859 -0.0801
N -0.56002 -2.48254 0.11420 0.0201
H -7.76835 -2.94845 0.09505 0.1048
H -7.04124 -0.93015 1.02758 0.1398
H -7.09002 -0.85986 -0.73927 0.1402
H -5.34303 1.06372 0.09050 0.1354
H -2.93735 1.45341 0.04173 0.1135
H -4.56585 -3.13222 0.07921 0.1162
H -3.18794 -4.52367 -0.33782 0.1297
H -0.66152 -7.22214 -0.65246 0.1278
H -2.33557 -6.77700 -0.99572 0.1313
H -1.26595 -7.23780 1.56777 0.0975
H 0.96308 -5.46523 0.03964 0.1283
H 1.41458 -3.05870 0.25920 0.1000
```

---

Number 1: F_max 4.69 eV Å⁻¹. Number 2: F_max 5.71 eV Å⁻¹. Number 3: F_max 7.35 eV Å⁻¹. Number 4: F_max 0.67 eV Å⁻¹. Number 5: F_max 3.61 eV Å⁻¹. Number 6: F_max 1.40 eV Å⁻¹.